## A
20
Properties=species:S:1:pos:R:3:nbo_charge:R:1 method="wB97M-V/def2-TZVPD" homo_energy_ev=-7.950 gap_ha=0.2874 multiplicity=1
C 2.93916 -0.12593 -0.79409 -0.2732
C -1.70453 1.92026 0.34825 -0.2607
C 1.72241 0.56661 -0.69981 -0.4169
C -2.69987 0.98028 -0.20960 -0.2597
C 3.07277 -1.00437 0.24280 0.0422
C -0.42498 1.71393 0.60793 0.1244
C 1.15932 -0.00855 0.43472 0.5986
C -2.47691 -0.33361 -0.17790 0.0202
C -2.33428 -2.86472 -0.31879 -0.4186
C -2.41250 -1.58394 -0.29217 -0.0108
O 1.93315 -0.93598 1.03332 -0.4032
O -0.00777 0.42329 0.90681 -0.4748
H 3.66800 -0.03004 -1.59294 0.2246
H -1.90813 3.00126 0.41728 0.2159
H 1.27540 1.32870 -1.28776 0.2384
H -3.49551 1.37092 -0.79150 0.2290
H 3.78662 -1.56083 0.66032 0.1955
H 0.13343 2.58203 0.87174 0.1951
H -2.84177 -3.61251 -0.94925 0.2185
H -1.77086 -3.49860 0.43498 0.2157

***

## B
20
Properties=species:S:1:pos:R:3:nbo_charge:R:1 method="wB97M-V/def2-TZVPD" homo_energy_ev=-8.891 gap_ha=0.2908 multiplicity=1
C 0.61849 0.28566 3.38962 -0.6717
C 0.64150 -0.09588 1.78085 0.0204
C 0.01213 -1.35038 1.39701 -0.2676
C -0.30447 -1.57501 0.15582 -0.1433
C -0.10755 -0.65834 -0.96609 -0.1659
C -0.55864 -0.87728 -2.23379 -0.1445
C -0.53494 0.12257 -3.08988 -0.2837
C -0.13681 1.46552 -2.83251 0.7082
C 0.45028 0.55875 -0.63414 0.3395
C 0.65641 1.04388 0.75557 -0.2482
H 1.90960 0.49680 3.66407 0.2535
H -0.06978 -0.51996 4.04948 0.2457
H -0.04958 1.55055 3.71433 0.2213
H -0.35941 -2.10945 2.06619 0.2321
H -0.52308 -2.53475 -0.34267 0.2066
H -0.93714 -1.87383 -2.20714 0.2249
H -1.42368 -0.01872 -4.09061 0.2392
H 0.36212 2.19700 0.90050 0.2720
O -0.45683 2.37274 -3.77306 -0.5534
O 0.81136 1.52012 -1.70353 -0.4853

***

Which one is the least stable? From the structures above, B.